DFT (ωB97M-V with the def2-TZVPD basis set) results for one molecule with the formula C6H7NO3 at a distorted geometry.

For the HOMO energy, the calculation gives -0.3766 Ha. Its HOMO-LUMO gap is 10.1 eV. As for the LUMO energy: -0.18 eV. Its SMILES is [H]/N=C(/O)C[C@H](O)C#CC=O.

Geometry as XYZ:
```
17
C6H7NO3, DFT ωB97M-V with the def2-TZVPD basis set
O 0.377 1.633 -0.831
C -0.163 0.349 -0.617
C 0.793 -0.595 0.122
C 1.976 -1.052 -0.698
N 2.714 -0.309 -1.456
C -1.454 0.406 0.087
C -2.511 0.442 0.683
C -3.713 0.526 1.482
O -4.316 -0.447 1.880
H 0.643 2.021 0.011
H -0.365 -0.057 -1.621
H 1.151 -0.109 1.043
H 0.260 -1.500 0.443
H -4.030 1.554 1.749
O 2.753 -1.890 -0.022
H 2.179 0.423 -1.917
H 3.706 -1.395 -0.337
```

=====

DFT (ωB97M-V with the def2-TZVPD basis set) results for one molecule with the formula C6H7NO3 at a distorted geometry.

For the HOMO energy, the calculation gives -0.3795 Ha. Its HOMO-LUMO gap is 10.5 eV. As for the LUMO energy: 0.17 eV. Its SMILES is C#CC(=O)C[C@H](O)C(N)=O.

Geometry as XYZ:
```
17
C6H7NO3, DFT ωB97M-V with the def2-TZVPD basis set
O 1.186 -1.642 -0.593
C -0.070 -1.021 -0.561
C -0.050 0.209 0.347
C 0.275 -0.119 1.786
O 0.144 -1.221 2.273
C 0.740 1.005 2.593
C 1.111 1.935 3.274
C -0.454 -0.651 -1.994
N -1.554 0.070 -2.224
H 1.702 -1.176 -1.270
H -0.816 -1.737 -0.181
H 0.674 0.949 -0.027
H -1.029 0.718 0.358
H 1.451 2.744 3.899
O 0.435 -0.576 -2.860
H -2.411 -0.202 -1.762
H -1.336 0.715 -3.058
```

=====

DFT (ωB97M-V with the def2-TZVPD basis set) results for one molecule with the formula C6H7NO3 at a distorted geometry.

For the HOMO energy, the calculation gives -0.3125 Ha. Its HOMO-LUMO gap is 8.1 eV. As for the LUMO energy: -0.37 eV. Its SMILES is O=[N+]([O-])C1=C(O)CCC=C1.

Geometry as XYZ:
```
17
C6H7NO3, DFT ωB97M-V with the def2-TZVPD basis set
C -0.339 1.478 -0.166
C 0.940 1.513 -0.032
C -1.099 0.272 -0.087
C -0.261 -1.034 -0.153
C 1.648 0.334 0.540
C 1.218 -0.802 -0.253
N -2.475 0.190 -0.008
O -3.074 1.246 -0.075
O -3.009 -0.875 0.242
O -0.898 -2.246 -0.159
H -1.066 2.110 -0.580
H 1.545 2.430 0.110
H 2.734 0.483 0.335
H 1.265 0.216 1.584
H 1.698 -1.709 -0.086
H 1.500 -0.630 -1.352
H -0.326 -2.978 0.142
```

=====

DFT (ωB97M-V with the def2-TZVPD basis set) results for a 2-piece molecular cluster, C6H7NO3S overall at a distorted geometry.

The expectation value of S² is 2.02. The spin multiplicity is 3. For the HOMO energy (alpha / beta), the calculation gives -0.1668 / -0.3313 Ha. Its HOMO-LUMO gap (alpha / beta) is 5.1 / 6.6 eV. As for the LUMO energy (alpha / beta): 0.61 / -2.42 eV.

Geometry as XYZ:
```
18
C6H7NO3S, DFT ωB97M-V with the def2-TZVPD basis set
C -0.146 -1.570 -1.569
C -0.637 -2.528 -0.777
C -0.850 -0.252 0.993
C -0.120 0.287 -0.033
C -2.875 0.857 -0.919
C 0.326 1.717 0.056
N -3.819 0.476 -0.339
O -2.003 1.171 -1.594
O 0.243 -2.505 1.665
O 0.201 -0.342 -1.270
S -1.087 -2.021 0.823
H -0.074 -1.802 -2.694
H -0.896 -3.563 -1.142
H 0.569 2.002 1.072
H -0.498 2.223 -0.257
H 1.291 1.664 -0.442
H 0.158 -3.334 2.206
H -4.018 0.054 0.514
```

=====

DFT (ωB97M-V with the def2-TZVPD basis set) results for one molecule with the formula C6H7NS.

For the HOMO energy, the calculation gives -0.3044 Ha. Its HOMO-LUMO gap is 9.2 eV. As for the LUMO energy: 0.93 eV. Its SMILES is C1=C[C@H]2N[C@@H]1[C@@H]1S[C@@H]12.

Geometry as XYZ:
```
15
C6H7NS, DFT ωB97M-V with the def2-TZVPD basis set
C -0.043 -1.090 0.443
C -1.288 -0.668 -0.357
C -1.294 0.669 -0.351
C -0.043 1.079 0.457
C 1.123 0.751 -0.501
C 1.119 -0.742 -0.519
H -0.735 -0.041 2.048
H -0.026 -2.073 0.876
H -1.945 -1.320 -0.889
H -1.953 1.356 -0.834
H -0.044 2.069 0.896
H 1.200 1.309 -1.418
H 1.216 -1.287 -1.430
N 0.092 -0.012 1.434
S 2.621 0.000 0.147
```

=====

DFT (ωB97M-V with the def2-TZVPD basis set) results for a 2-piece molecular cluster, C6H7NS2 overall at a distorted geometry.

For the HOMO energy, the calculation gives -0.3026 Ha. Its HOMO-LUMO gap is 7.7 eV. As for the LUMO energy: -0.50 eV. Its SMILES is c1cscn1.CC=C=S.

Geometry as XYZ:
```
16
C6H7NS2, DFT ωB97M-V with the def2-TZVPD basis set
C -1.057 -0.311 -0.819
C -2.393 -0.624 -0.586
C 0.995 -1.981 -0.375
C 1.944 -1.783 -1.228
C -1.429 1.293 0.612
C 1.866 -0.813 -2.373
N -0.562 0.680 -0.126
S 0.222 -2.948 0.636
S -3.051 0.639 0.368
H -0.439 -0.940 -1.372
H -3.058 -1.474 -0.798
H 2.918 -2.113 -1.015
H -1.278 2.177 1.191
H 1.912 -1.101 -3.451
H 2.550 0.085 -2.249
H 0.879 -0.541 -2.333
```

=====

DFT (ωB97M-V with the def2-TZVPD basis set) results for one molecule with the formula C6H7NS2 at a distorted geometry.

For the HOMO energy (alpha / beta), the calculation gives -0.2558 / -0.2553 Ha. Its HOMO-LUMO gap (alpha / beta) is 6.3 / 6.3 eV. As for the LUMO energy (alpha / beta): -0.68 / -0.69 eV.

Geometry as XYZ:
```
16
C6H7NS2, DFT ωB97M-V with the def2-TZVPD basis set
C -0.902 -1.863 0.668
C -1.698 -1.937 -0.426
C 1.384 -0.442 -0.362
C 0.749 0.865 -0.480
C -0.646 0.367 0.017
C 1.133 1.956 0.462
N -0.277 -0.697 0.888
S 2.103 -1.602 -1.068
S -1.760 -0.406 -1.329
H -0.814 -2.713 1.295
H -2.494 -2.690 -0.744
H 0.717 1.085 -1.616
H -1.177 1.114 0.494
H 0.353 2.770 0.478
H 2.110 2.454 0.183
H 1.219 1.738 1.542
```

=====

DFT (ωB97M-V with the def2-TZVPD basis set) results for C6H7NaO6 as an isolated structure at a distorted geometry.

For the HOMO energy, the calculation gives -0.3248 Ha. Its HOMO-LUMO gap is 7.3 eV. As for the LUMO energy: -1.51 eV.

Geometry as XYZ:
```
20
C6H7NaO6, DFT ωB97M-V with the def2-TZVPD basis set
O 0.707 -2.448 -1.669
C 0.347 -1.304 -1.286
O 1.456 -0.588 -0.819
O -0.761 -0.791 -1.271
Na 2.870 -3.012 -0.969
C 1.317 0.764 -0.423
C 0.840 0.879 1.023
C 0.598 2.306 1.401
C -0.546 2.809 1.863
O -1.660 2.008 2.103
C -2.663 1.921 1.218
O -3.690 1.368 1.504
O -2.458 2.468 0.031
H 0.610 1.259 -1.102
H 2.310 1.216 -0.544
H 1.611 0.460 1.687
H -0.075 0.288 1.153
H 1.427 3.013 1.305
H -0.683 3.855 2.144
H -1.561 2.829 -0.065
```

=====

DFT (ωB97M-V with the def2-TZVPD basis set) results for a 2-piece molecular cluster, C6H7O2P overall at a distorted geometry.

For the HOMO energy, the calculation gives -0.3187 Ha. Its HOMO-LUMO gap is 9.3 eV. As for the LUMO energy: 0.65 eV. Its SMILES is O=C=C1C=CC=C1.O=[PH3].

Geometry as XYZ:
```
16
C6H7O2P, DFT ωB97M-V with the def2-TZVPD basis set
C -0.625 2.221 -0.552
C 0.057 1.780 0.651
C -1.598 1.314 -0.872
C -0.401 0.554 1.105
C -2.233 -0.855 0.202
C -1.501 0.245 0.170
O 1.794 -2.487 1.128
O -2.917 -1.755 0.302
P 2.182 -2.018 -0.179
H -0.461 3.090 -1.062
H 0.918 2.203 1.071
H -2.228 1.523 -1.668
H 0.026 0.106 1.955
H 1.772 -2.790 -1.290
H 1.633 -0.868 -0.703
H 3.580 -2.264 -0.257
```

=====

DFT (ωB97M-V with the def2-TZVPD basis set) results for one molecule with the formula C6H7O2PS at a distorted geometry.

For the HOMO energy, the calculation gives -0.2971 Ha. Its HOMO-LUMO gap is 8.1 eV. As for the LUMO energy: 0.06 eV. Its SMILES is C#CC(=O)/C=S1#P(OC)C\1.

Geometry as XYZ:
```
17
C6H7O2PS, DFT ωB97M-V with the def2-TZVPD basis set
C -0.476 -0.731 -4.085
C -0.404 -0.694 -2.903
C -1.025 0.603 -1.159
C -0.264 -0.512 -1.519
C -0.175 2.237 1.334
C 0.901 -1.518 2.189
O 0.430 -1.214 -0.697
O 0.755 -0.096 2.491
P 0.813 0.678 1.049
S -1.341 0.923 0.543
H -0.370 -0.864 -5.156
H -1.610 1.080 -1.827
H -0.430 2.492 2.382
H 0.075 3.125 0.806
H 1.973 -1.638 2.114
H 0.498 -1.750 1.313
H 0.648 -2.120 3.126
```

=====

DFT (ωB97M-V with the def2-TZVPD basis set) results for one molecule with the formula C6H7O3 at a distorted geometry.

The expectation value of S² is 0.78. The spin multiplicity is 2. For the HOMO energy (alpha / beta), the calculation gives -0.2813 / -0.3678 Ha. Its HOMO-LUMO gap (alpha / beta) is 8.1 / 9.6 eV. As for the LUMO energy (alpha / beta): 0.44 / -0.44 eV.

Geometry as XYZ:
```
16
C6H7O3, DFT ωB97M-V with the def2-TZVPD basis set
C -1.734 -0.077 0.327
C -1.212 -1.423 0.126
C 0.309 -1.479 -0.029
C 1.002 -0.131 -0.285
C 0.332 1.176 0.073
C -1.006 1.127 0.386
O 1.131 2.315 0.086
O -0.458 -2.028 1.123
O 2.329 -0.241 0.219
H -2.815 -0.047 0.468
H -1.836 -2.133 -0.449
H 0.815 -2.310 -0.539
H 0.956 -0.103 -1.402
H 0.947 2.816 -0.718
H -1.583 2.004 0.719
H 2.822 0.532 -0.105
```

=====

DFT (ωB97M-V with the def2-TZVPD basis set) results for an isolated ion of composition C6H7O3P and charge -2 at a distorted geometry.

Its total charge is -2. For the HOMO energy (alpha / beta), the calculation gives 0.0335 / 0.0335 Ha. Its HOMO-LUMO gap (alpha / beta) is 5.8 / 5.8 eV. As for the LUMO energy (alpha / beta): 6.66 / 6.66 eV.

Geometry as XYZ:
```
17
C6H7O3P, DFT ωB97M-V with the def2-TZVPD basis set
C -0.474 1.382 -0.445
C 0.800 1.574 0.029
C -1.050 0.073 -0.241
C 0.799 -0.823 0.777
C 1.427 0.542 0.779
C 1.365 -1.725 -0.231
O -3.838 0.997 0.081
O -2.006 -0.363 -1.372
O -3.298 -1.492 0.595
P -2.794 -0.093 0.134
H -1.074 2.201 -1.030
H 1.307 2.641 0.128
H 2.585 0.473 0.386
H 1.511 0.765 1.790
H 2.118 -2.336 0.323
H 1.993 -1.341 -1.124
H 0.628 -2.476 -0.579
```

=====

DFT (ωB97M-V with the def2-TZVPD basis set) results for an isolated ion of composition C6H7O4P and charge -2 at a distorted geometry.

Its total charge is -2. For the HOMO energy (alpha / beta), the calculation gives 0.0368 / 0.0368 Ha. Its HOMO-LUMO gap (alpha / beta) is 5.7 / 5.7 eV. As for the LUMO energy (alpha / beta): 6.72 / 6.72 eV. Its SMILES is C=C/C=C\C=C(\[O-])[P@@](=O)([O-])O.

Geometry as XYZ:
```
18
C6H7O4P, DFT ωB97M-V with the def2-TZVPD basis set
C -1.031 -0.040 -0.698
C 0.045 -0.925 -0.693
C -1.813 0.687 0.256
C 1.204 -1.092 0.047
C -1.723 0.583 1.573
C 2.016 -0.095 0.748
O 3.527 1.523 -0.714
O 1.004 2.219 -0.527
O 2.620 2.324 1.572
O 3.080 -0.472 1.390
P 2.204 1.560 0.066
H -1.472 0.051 -1.731
H 0.089 -1.588 -1.585
H -2.546 1.320 -0.226
H 1.589 -2.064 -0.202
H -0.845 0.116 1.980
H -2.315 1.315 2.140
H 3.582 2.137 1.582
```

=====

DFT (ωB97M-V with the def2-TZVPD basis set) results for one molecule with the formula C6H7O4P at a distorted geometry.

For the HOMO energy, the calculation gives -0.3196 Ha. Its HOMO-LUMO gap is 8.1 eV. As for the LUMO energy: -0.63 eV.

Geometry as XYZ:
```
18
C6H7O4P, DFT ωB97M-V with the def2-TZVPD basis set
C 3.274 -0.095 -0.651
C -1.971 -0.998 -1.289
C 2.322 -0.751 0.017
C -2.243 -0.721 -0.022
C 1.181 -0.012 0.411
C -1.108 0.154 0.777
O 1.106 1.237 0.281
O -1.394 2.909 0.392
O -1.447 0.373 2.047
O 0.099 -0.716 0.733
P -0.846 1.793 -0.355
H 4.229 -0.677 -0.903
H 3.235 0.911 -0.802
H -2.799 -1.441 -1.929
H -1.105 -0.519 -1.765
H 2.277 -1.836 0.303
H -3.027 -0.953 0.718
H -1.785 1.341 2.037
```

=====

DFT (ωB97M-V with the def2-TZVPD basis set) results for a 2-piece molecular cluster, C6H7OPS overall at a distorted geometry.

For the HOMO energy (alpha / beta), the calculation gives -0.3174 / -0.3203 Ha. Its HOMO-LUMO gap (alpha / beta) is 6.6 / 6.6 eV. As for the LUMO energy (alpha / beta): -2.01 / -2.11 eV.

Geometry as XYZ:
```
16
C6H7OPS, DFT ωB97M-V with the def2-TZVPD basis set
C 2.874 -2.257 0.590
C 2.060 -1.604 0.013
C -0.283 -1.449 -0.477
C -1.199 -0.684 0.098
C 1.042 -0.738 -0.580
C -1.203 2.237 -0.350
O 0.993 0.528 0.047
P -0.521 0.879 0.655
S -2.392 2.234 2.681
H 3.390 -3.080 1.121
H -0.089 -2.498 -0.940
H -2.167 -1.107 0.286
H 1.321 -0.592 -1.602
H -2.032 2.717 0.149
H -0.476 3.071 -0.243
H -1.318 2.342 -1.448
```

=====

Table of E_tot (eV), in record order: -13964.293, -13965.627, -13962.387, -24794.703, -18658.958, -29492.670, -29491.988, -23037.479, -19716.395, -30549.460, -12474.141, -21761.526, -23813.452, -23811.872, -28500.925
Table of energy above the lowest of the compared OMol25 structures with the same formula, charge and spin (kcal/mol), in record order: 84.6, 53.8, 128.6, 7.9, 41.3, 71.8, 87.5, 0.0, 22.9, 152.7, 3.1, 24.8, 0.0, 0.0, 84.5